1.
{
  "formula": "C3H4N2O",
  "method": "the ωB97M-V functional and the def2-TZVPD basis",
  "relative_energy_ev": 2.757,
  "fmax_ev_per_a": 4.7,
  "gap_ev": 11.0,
  "spin_multiplicity": 1,
  "symbols": ["C", "C", "C", "N", "N", "O", "H", "H", "H", "H"],
  "coordinates": [[-0.80270, -0.77580, 0.54900], [0.76970, 0.76109, 0.35403], [0.56844, -0.16988, -0.72549], [-0.77335, -0.52717, -0.80701], [0.61212, -0.65650, 0.71891], [-1.70890, -0.92928, 1.33149], [1.70394, 1.30475, 0.73883], [-0.09676, 1.45291, 0.64416], [1.18845, -0.40266, -1.46424], [-1.46095, -0.05745, -1.33968]]
}


2.
{
  "formula": "C8H13MoNO",
  "method": "the ωB97M-V functional and the def2-TZVPD basis",
  "relative_energy_ev": 0.000,
  "fmax_ev_per_a": 4.3,
  "gap_ev": [7.2, 7.1],
  "spin_multiplicity": 3,
  "symbols": ["C", "C", "C", "C", "C", "Mo", "N", "C", "C", "H", "H", "H", "H", "H", "H", "H", "H", "H", "H", "C", "O", "H", "H", "H"],
  "coordinates": [[1.61208, -0.20906, -1.52266], [0.59861, -1.20999, -1.70235], [0.53801, -2.01748, -0.52370], [1.54995, -1.53207, 0.39078], [2.21620, -0.42008, -0.23837], [0.09316, 0.30192, 0.23791], [0.96439, 1.59088, 1.07887], [-0.87883, 1.54146, -1.18380], [-1.74486, 0.46320, -1.27002], [-0.12117, -2.85396, -0.36065], [-0.01564, -1.34389, -2.59581], [1.77066, -1.94737, 1.37201], [2.99812, 0.19584, 0.19822], [1.87521, 0.58334, -2.23886], [-1.76262, -0.01094, -2.27287], [-1.23057, 2.43318, -0.68521], [0.93531, 2.52851, 0.71164], [-2.69595, 0.53155, -0.71641], [0.03459, 1.72290, -1.78841], [-1.31819, -0.05314, 2.63936], [-1.73926, -0.53777, 1.41418], [-0.20825, 0.06458, 2.75588], [-1.70929, -0.74356, 3.39484], [-1.76167, 0.92196, 2.90541]]
}


3.
{
  "formula": "C30H83N7O9",
  "method": "the ωB97M-V functional and the def2-TZVPD basis",
  "relative_energy_ev": 1.130,
  "smiles": "COC[C@H](C)N.COC[C@H](C)N.COC[C@H](C)N.COC[C@H](C)N.COC[C@H](C)N.COC[C@H](C)N.COC[C@H](C)N.OCCO",
  "fmax_ev_per_a": 2.3,
  "gap_ev": 9.2,
  "spin_multiplicity": 1,
  "symbols": ["C", "O", "C", "C", "C", "N", "H", "H", "H", "H", "H", "H", "H", "H", "H", "H", "H", "C", "O", "C", "C", "C", "N", "H", "H", "H", "H", "H", "H", "H", "H", "H", "H", "H", "C", "O", "C", "C", "C", "N", "H", "H", "H", "H", "H", "H", "H", "H", "H", "H", "H", "C", "O", "C", "C", "C", "N", "H", "H", "H", "H", "H", "H", "H", "H", "H", "H", "H", "C", "O", "C", "C", "C", "N", "H", "H", "H", "H", "H", "H", "H", "H", "H", "H", "H", "C", "O", "C", "C", "C", "N", "H", "H", "H", "H", "H", "H", "H", "H", "H", "H", "H", "C", "O", "C", "C", "C", "N", "H", "H", "H", "H", "H", "H", "H", "H", "H", "H", "H", "O", "C", "C", "O", "H", "H", "H", "H", "H", "H"],
  "coordinates": [[-1.42915, -1.73675, -4.39140], [-2.81344, -1.88124, -4.61797], [-3.36319, -0.73249, -5.25262], [-4.86158, -0.86832, -5.37909], [-5.31358, -1.68264, -6.60806], [-5.42216, 0.50294, -5.49635], [-1.25840, -0.85820, -3.75474], [-0.87783, -1.53817, -5.31537], [-1.00791, -2.60037, -3.88545], [-3.12493, 0.08646, -4.56286], [-2.90805, -0.51106, -6.22418], [-5.33909, -1.32258, -4.50746], [-4.89812, -1.27733, -7.53069], [-6.40179, -1.73732, -6.57172], [-5.01574, -2.73774, -6.57539], [-4.97174, 0.84478, -6.35040], [-6.39861, 0.50749, -5.77100], [1.19430, -1.96914, 3.39765], [1.19551, -2.04980, 4.80329], [-0.03470, -2.52638, 5.37853], [0.02781, -2.56491, 6.88702], [-1.34470, -3.04205, 7.37711], [0.36158, -1.27788, 7.52060], [2.14304, -1.47411, 3.19895], [0.37160, -1.29613, 3.11423], [1.05742, -2.90405, 2.84517], [-0.81464, -1.88371, 4.94875], [-0.09010, -3.53949, 4.95615], [0.72595, -3.33382, 7.22148], [-1.58209, -4.02466, 6.96363], [-2.15139, -2.39110, 7.02579], [-1.41290, -3.09642, 8.46188], [1.09762, -0.86727, 6.93720], [-0.40620, -0.65922, 7.23609], [0.55318, 3.20862, 0.31464], [1.51855, 4.24416, 0.29655], [2.16064, 4.40149, 1.54970], [3.31759, 5.39708, 1.40772], [4.28675, 5.23582, 2.59521], [2.80934, 6.77619, 1.37946], [1.04715, 2.23400, 0.27249], [-0.08697, 3.34022, -0.55611], [-0.08699, 3.28973, 1.19851], [1.44629, 4.77273, 2.29121], [2.52400, 3.42515, 1.89380], [3.90018, 5.25516, 0.49826], [4.80445, 4.27836, 2.55189], [3.67901, 5.31928, 3.49662], [5.05168, 6.00596, 2.51218], [1.97732, 6.76403, 0.78665], [2.38109, 7.03776, 2.26757], [7.14259, 4.16852, 0.14627], [6.88402, 2.91618, -0.42026], [5.58616, 2.95848, -1.00899], [5.39944, 1.66408, -1.82010], [3.96601, 1.51018, -2.32161], [5.74612, 0.48602, -1.02438], [6.39868, 4.41211, 0.92108], [7.09546, 4.98790, -0.58147], [8.08191, 4.27549, 0.69184], [4.86098, 2.83143, -0.19323], [5.36226, 3.87061, -1.55978], [6.06874, 1.74987, -2.68015], [3.89267, 0.55325, -2.83967], [3.73448, 2.28378, -3.05256], [3.31207, 1.46404, -1.44892], [6.74409, 0.49715, -0.83661], [5.32250, 0.57576, -0.10165], [2.57733, -4.40588, 0.78775], [3.05864, -3.08359, 0.72928], [4.47425, -2.92161, 0.74282], [5.11682, -3.33799, -0.59567], [6.61698, -3.16282, -0.48031], [4.60586, -2.43818, -1.62788], [1.50457, -4.43718, 0.97469], [3.13158, -4.97476, 1.53930], [2.68834, -4.88288, -0.19623], [4.60397, -1.84829, 0.88043], [4.89790, -3.47359, 1.59229], [4.88884, -4.39012, -0.77591], [7.18316, -3.44231, -1.36932], [7.08966, -3.71399, 0.33864], [6.85367, -2.11338, -0.27967], [3.59300, -2.43866, -1.54914], [4.83794, -1.46951, -1.39336], [-1.41763, -4.37100, -0.82222], [-2.30772, -3.28813, -0.69670], [-3.59066, -3.51920, -1.23564], [-4.44730, -2.28902, -0.88141], [-5.89488, -2.42715, -1.29674], [-3.89483, -1.10751, -1.58078], [-1.19449, -4.54483, -1.87734], [-1.86405, -5.30487, -0.44383], [-0.53860, -4.34002, -0.18145], [-3.56183, -3.53595, -2.33278], [-4.05352, -4.44469, -0.87804], [-4.36221, -2.08287, 0.19009], [-5.95337, -2.35602, -2.38707], [-6.54989, -1.66436, -0.88186], [-6.30527, -3.40299, -1.02127], [-2.89991, -1.16173, -1.39464], [-4.04377, -1.24897, -2.57602], [-7.31505, 4.76481, 1.65850], [-6.45938, 3.64861, 1.72070], [-5.58990, 3.53050, 0.61950], [-4.92050, 2.18021, 0.63521], [-3.73647, 2.12845, 1.62433], [-4.32552, 1.86222, -0.66204], [-7.71245, 4.97681, 0.66082], [-6.72812, 5.62067, 2.02337], [-8.15207, 4.61242, 2.33901], [-6.15244, 3.67969, -0.31558], [-4.87865, 4.36834, 0.55963], [-5.64435, 1.41343, 0.93351], [-4.01754, 2.43894, 2.63059], [-2.95444, 2.77893, 1.22816], [-3.32544, 1.11808, 1.66719], [-5.00727, 1.54051, -1.34311], [-3.71170, 1.06076, -0.59761], [-0.62042, -1.48363, 0.54453], [-0.28394, -0.56458, -0.50008], [1.18336, -0.61817, -0.93295], [1.48991, -1.82218, -1.60656], [-1.22322, -2.11308, 0.09493], [-0.90326, -0.74566, -1.38299], [-0.55616, 0.41495, -0.08595], [1.80193, -0.56877, -0.02923], [1.41544, 0.22075, -1.58635], [1.67086, -2.56685, -1.02241]]
}


Which formula does entry 2 have?
C8H13MoNO


Number 2 is which compound?
C8H13MoNO